This record from the OMol25 dataset describes a structure of composition C27H57N6O14V. The level of theory is ωB97M-V/def2-TZVPD.

Computed properties:
Energy relative to the best compared isomer or geometry (same formula, charge and spin) (kcal per mole): 0.0
LUMO level (alpha / beta) (Eh): 0.03575 / -0.07601
<S²>: 0.7559
HOMO energy (alpha / beta) (Ha): -0.20896 / -0.20403
Largest force on an atom (eV/Å): 8.93

```
! RIJCOSX wB97M-V def2-TZVPD def2/J DEFGRID3
* xyz -1 2
H 3.66 9.19 -3.13
V 6.05 11.93 -6.24
H 6.94 11.58 -12.46
C 2.71 9.77 -8.10
H 6.87 8.01 -14.23
H 8.87 14.29 -10.32
C 1.07 10.83 -6.38
C 4.88 14.27 -11.81
O 5.26 12.83 -4.10
C 6.59 5.93 -12.02
C 4.44 12.78 -11.59
O 3.94 15.50 -5.67
O 4.55 13.72 -6.78
H 4.56 7.60 -7.03
H 5.96 5.40 -11.30
C 1.09 8.43 -6.65
H 3.99 15.11 -10.04
H 5.32 9.70 -14.06
H 1.06 6.38 -5.83
H 5.49 12.80 -13.98
N 6.21 14.44 -11.20
O 5.72 14.25 -2.62
C 6.03 7.28 -12.49
O 3.72 10.89 -5.31
O 7.38 13.72 -6.16
H 2.01 7.79 -4.19
H 5.80 8.48 -6.19
H 3.35 10.11 -11.55
C 1.80 7.12 -6.14
C 8.74 14.47 -11.39
H 4.90 7.86 -3.30
H 1.87 7.49 -13.82
O 4.52 15.68 -7.66
C 6.01 7.88 -11.03
H 1.72 9.13 -13.13
O 5.85 11.32 -7.75
C 4.73 14.72 -13.18
O 4.02 13.06 -2.51
H 5.08 15.75 -13.10
H 8.16 7.44 -13.41
H 1.91 7.86 -12.15
N 7.33 14.89 -6.34
C 4.24 9.54 -14.07
H 4.98 11.94 -12.03
H 2.86 14.87 -11.26
H 1.89 10.10 -8.74
H 7.46 8.91 -12.80
H 0.18 10.59 -6.95
C 5.78 13.85 -13.97
H 3.09 8.81 -8.47
N 3.21 9.67 -5.73
H 8.91 15.53 -11.57
H 4.55 5.57 -13.96
C 5.35 9.27 -10.94
O 6.75 10.86 -5.26
O 6.21 14.33 -9.83
H 8.50 11.88 -11.75
H 5.34 7.32 -10.37
H 9.64 14.05 -11.85
H 2.49 6.59 -6.80
H 5.94 13.43 -9.63
H 3.86 16.17 -11.46
H 4.11 9.16 -15.08
H 7.23 11.84 -10.79
C 3.91 15.13 -11.13
C 2.30 8.20 -13.11
C 7.20 14.16 -13.40
H 6.99 7.89 -10.56
C 7.21 7.93 -13.20
N 4.65 7.29 -13.04
H 3.54 10.47 -8.17
H 0.85 8.25 -7.70
H 5.83 14.03 -15.04
C 3.84 8.48 -5.18
H 7.84 13.49 -13.98
C 3.94 9.19 -11.55
H 0.89 10.95 -5.31
H 4.25 12.43 -10.58
H 7.58 6.04 -11.58
H 1.38 11.82 -6.72
O 4.47 6.50 -14.20
H 3.38 8.52 -10.90
C 4.39 8.69 -3.78
C 7.47 12.24 -11.77
N 5.04 13.33 -3.06
O 6.93 15.60 -5.46
H 3.14 11.20 -4.61
O 7.41 15.33 -7.54
H 5.44 6.93 -5.62
C 2.73 7.39 -4.92
H 6.03 10.06 -11.27
C 2.08 9.70 -6.72
H 0.16 8.55 -6.10
N 4.33 14.95 -6.73
H 5.20 9.53 -9.89
H 7.64 15.15 -13.52
H 3.63 10.44 -13.94
C 4.95 7.82 -6.04
H 6.76 5.23 -12.83
C 3.83 8.51 -13.02
H 3.28 6.49 -4.64
C 7.38 13.79 -11.86
H 3.80 14.63 -13.73
H 3.45 12.72 -12.05
H 5.19 9.43 -3.82
*
```

These are the Mulliken partial charges, in e, on atoms 1 to 8: 0.4182, 1.4098, 0.0794, -1.5672, 0.4286, 0.3476, -2.1405, 1.9628